Record 1
The following is a DFT calculation (the ωB97M-V functional and the def2-TZVPD basis) of a molecular structure, C14H22LaN2O5Si.

## Properties
Total charge: -1
F_max: 0.0085 hartree/bohr
Multiplicity: 1

The geometry in XYZ format:
```
45
Properties=species:S:1:pos:R:3:lowdin_charge:R:1
La 0.139 1.668 -0.182 1.667
Si 1.533 -1.895 0.768 0.346
O -0.770 1.970 2.575 -0.207
O -2.196 0.399 0.787 0.033
O -3.909 0.333 2.235 0.136
O -1.638 3.333 0.270 -0.223
O -3.261 4.036 1.659 0.019
N -0.149 0.009 -2.249 -0.001
N 0.682 -0.885 -0.315 -0.178
C -1.144 3.367 2.563 -0.103
C 0.386 -1.068 -1.602 -0.470
C 1.667 -0.937 2.373 -0.173
C -2.131 3.632 1.405 -0.683
C -0.318 -1.184 -4.302 -0.075
C -1.008 1.239 -4.118 -0.040
C 2.173 2.794 -0.275 -0.517
C 0.585 -2.267 -2.351 -0.042
C 0.229 -2.307 -3.672 -0.098
C -0.476 -0.040 -3.542 -0.362
C 3.268 -2.300 0.174 -0.175
C -2.649 0.607 1.881 -0.491
C 0.605 -3.504 1.122 -0.180
C -1.810 1.145 3.027 -0.119
H 2.155 0.029 2.211 0.025
H 3.256 -2.954 -0.701 0.015
H 0.381 -3.222 -4.236 0.097
H -1.910 1.554 -3.590 0.079
H -0.211 3.906 2.399 0.127
H -2.440 1.651 3.762 0.140
H 0.494 -4.108 0.219 0.010
H 3.795 -1.384 -0.099 0.031
H -0.398 -3.290 1.495 0.020
H 3.841 -2.801 0.960 0.021
H -1.243 1.139 -5.177 0.068
H -1.576 3.627 3.532 0.121
H 0.677 -0.744 2.793 0.007
H -0.596 -1.194 -5.346 0.090
H 3.136 2.281 -0.453 -0.194
H -4.343 -0.049 1.457 0.135
H 1.121 -4.116 1.868 0.019
H 2.243 -1.480 3.126 0.026
H 2.416 3.851 -0.077 -0.194
H -0.263 2.029 -4.000 0.078
H -1.364 0.262 3.498 0.136
H 1.021 -3.132 -1.871 0.079
```

***

Record 2
The following is a DFT calculation (the ωB97M-V functional and the def2-TZVPD basis) of a gas-phase ion, C14H22N (charge +1) in a non-equilibrium geometry.

## Properties
Total charge: +1
Energy relative to the best compared isomer or geometry (same formula, charge and spin): 54.5 kcal/mol
SMILES: C=[N+](c1c(C)cc(C)cc1C)C(C)(C)C
F_max: 0.1033 hartree/bohr
Multiplicity: 1

The geometry in XYZ format:
```
37
Properties=species:S:1:pos:R:3:nbo_charge:R:1
N 0.985 0.042 0.672 -0.217
C 2.929 -1.432 -0.018 -0.623
C -0.473 -2.251 0.712 -0.637
C -1.143 -1.036 0.336 -0.011
C 1.960 -0.262 -0.335 0.114
C -2.489 -1.129 -0.025 -0.209
C -2.664 1.241 0.091 -0.214
C -4.738 -0.089 -0.504 -0.653
C -0.610 2.730 0.552 -0.639
C -0.501 0.157 0.391 0.073
C 1.271 0.177 1.913 0.126
C 1.113 -0.463 -1.589 -0.614
C 2.795 1.036 -0.391 -0.621
C -1.252 1.361 0.375 0.036
C -3.276 -0.002 -0.124 0.061
H 1.806 -0.636 -2.336 0.230
H 3.901 -1.079 0.293 0.234
H -0.372 -2.255 1.809 0.227
H -4.950 -0.475 -1.519 0.243
H -2.943 -2.108 -0.044 0.221
H 0.458 -1.298 -1.553 0.233
H -1.146 -3.032 0.390 0.243
H 0.206 2.661 1.265 0.205
H 2.169 1.869 -0.534 0.224
H 2.983 -2.023 -0.957 0.250
H -5.297 0.856 -0.529 0.232
H 3.301 1.020 -1.316 0.239
H 0.665 0.419 2.702 0.223
H 2.275 0.103 2.170 0.198
H 2.477 -2.041 0.867 0.224
H 0.622 0.480 -1.818 0.228
H 0.495 -2.356 0.227 0.210
H -3.308 2.018 -0.002 0.219
H -5.136 -0.764 0.297 0.234
H 3.649 1.111 0.350 0.234
H -0.335 3.157 -0.379 0.236
H -1.372 3.366 0.926 0.242
```

***

Record 3
The following is a DFT calculation (the ωB97M-V functional and the def2-TZVPD basis) of a single C14H22N2O5S molecule in a non-equilibrium geometry.

## Properties
Energy relative to the best compared isomer or geometry (same formula, charge and spin): 0.0 kcal/mol
SMILES: CCOC(=O)CCCCC(=O)c1[nH]c(=O)[nH]c1CSCCO
F_max: 0.0223 hartree/bohr
Multiplicity: 1

The geometry in XYZ format:
```
44
Properties=species:S:1:pos:R:3:nbo_charge:R:1
S 4.729 -1.368 0.191 0.183
O 4.591 2.109 -1.879 -0.710
O -2.340 -0.041 -1.393 -0.655
O -4.329 -0.107 -0.368 -0.496
O -0.279 -3.330 -0.665 -0.647
O 2.000 1.678 1.097 -0.578
N 1.619 -2.479 0.372 -0.582
N 0.071 -1.075 -0.255 -0.608
C 4.393 -0.192 -1.149 -0.554
C -0.232 1.806 0.245 -0.515
C 3.359 -0.996 1.366 -0.573
C -2.646 2.161 1.015 -0.378
C -4.474 -1.504 -0.661 -0.078
C 1.056 1.095 0.592 0.572
C 2.052 -1.234 0.730 0.217
C 0.379 -2.405 -0.253 0.751
C -3.689 -2.382 0.302 -0.641
C -3.232 0.504 -0.782 0.829
C -3.216 1.965 -0.399 -0.508
C 1.088 -0.335 0.339 -0.061
C 4.695 1.256 -0.767 -0.088
C -1.322 1.434 1.259 -0.396
H -0.740 -0.702 -0.736 0.457
H -2.511 3.231 1.180 0.212
H -0.541 1.526 -0.762 0.231
H 3.535 -1.681 2.196 0.239
H -3.876 -2.077 1.329 0.208
H 5.262 1.868 -2.529 0.460
H 5.048 -0.515 -1.961 0.221
H -0.048 2.881 0.281 0.232
H -5.547 -1.686 -0.573 0.192
H -2.606 2.501 -1.126 0.228
H 2.136 -3.334 0.496 0.430
H -2.623 -2.331 0.096 0.236
H -0.969 1.690 2.261 0.220
H -4.147 -1.684 -1.689 0.201
H -4.003 -3.414 0.178 0.225
H -4.235 2.350 -0.428 0.237
H 5.696 1.312 -0.316 0.159
H 3.960 1.624 -0.048 0.212
H 3.355 -0.307 -1.464 0.223
H -3.375 1.797 1.742 0.214
H 3.446 0.037 1.694 0.275
H -1.491 0.356 1.239 0.204
```

***

Record 4
The following is a DFT calculation (the ωB97M-V functional and the def2-TZVPD basis) of a gas-phase ion, C14H22N5O5 (charge +1) in a non-equilibrium geometry.

## Properties
Total charge: +1
Energy relative to the best compared isomer or geometry (same formula, charge and spin): 79.3 kcal/mol
SMILES: CNC(=O)[C@@H](Cc1c[nH]c[nH+]1)NC(=O)[C@@H](CCC(=O)O)NC(C)=O
F_max: 0.1382 hartree/bohr
Multiplicity: 1

The geometry in XYZ format:
```
46
Properties=species:S:1:pos:R:3:nbo_charge:R:1
O 2.669 -2.032 1.252 -0.582
O -3.021 0.536 0.333 -0.601
O 0.973 0.709 -2.382 -0.716
O 0.935 1.067 3.956 -0.670
O 2.633 -0.947 -0.805 -0.710
N 2.628 1.861 1.840 -0.490
N -0.854 -0.206 3.573 -0.581
N -1.811 1.636 1.655 -0.615
N 3.065 2.021 -0.327 -0.475
N -0.918 0.121 -1.410 -0.564
C -0.185 0.320 -2.472 0.684
C -0.663 2.101 2.522 -0.124
C 2.081 -1.719 0.161 0.788
C 1.912 2.734 -0.107 -0.032
C -0.852 -0.093 -3.703 -0.733
C 0.664 -2.200 -0.209 -0.523
C 3.518 1.519 0.865 0.279
C 0.365 3.035 1.845 -0.458
C -0.539 -1.367 0.357 -0.379
C -1.877 0.737 0.706 0.666
C 1.561 2.561 1.224 0.122
C -0.135 0.914 3.386 0.663
C -0.326 -1.381 4.233 -0.424
C -0.609 0.124 0.058 -0.170
H -0.700 -1.533 1.490 0.232
H 0.695 -2.245 -1.289 0.217
H 0.306 0.424 0.453 0.236
H 1.264 3.265 -0.831 0.263
H 4.385 0.936 0.822 0.257
H 0.518 -3.288 0.206 0.270
H -1.233 2.726 3.283 0.255
H -0.923 -1.171 -3.722 0.245
H -1.928 0.299 -3.794 0.252
H -2.663 2.093 1.950 0.426
H 2.224 -0.649 -1.541 0.519
H -1.652 -0.456 -1.613 0.399
H -1.367 -1.812 -0.252 0.221
H -0.090 3.530 0.958 0.257
H 0.478 -1.884 3.749 0.221
H -0.404 0.263 -4.679 0.265
H -1.733 -0.140 3.163 0.405
H 0.608 3.769 2.616 0.259
H 2.522 1.515 2.866 0.514
H -1.101 -2.032 4.550 0.226
H 0.068 -1.026 5.098 0.225
H 3.398 1.686 -1.289 0.482
```

***

HOMO-LUMO gap across the listed records, respectively: 4.32; 8.03; 8.53; 10.25 eV.
HOMO across the listed records, respectively: -1.87; -12.36; -8.09; -12.90 eV.